Formula: C4H8N3
Source: OMol25
Level of theory: ωB97M-V with the def2-TZVPD basis set

HOMO-LUMO gap (spin up / spin down) ... 7.027 / 7.029 eV
Charge ... +1
LUMO (spin up / spin down) ... -4.9 / -4.9 eV

Positions of all 15 atoms, in Å:
C  1.45  -1.75  0.89
C  1.62  -0.31  2.34
C  -1.60  1.21  -1.59
C  -0.66  0.98  -0.40
N  0.80  -0.55  0.85
N  2.04  -1.60  2.09
N  0.08  -0.11  -0.25
H  1.69  -2.32  -0.01
H  -2.52  0.79  -1.35
H  -1.78  2.23  -1.70
H  -1.17  0.86  -2.54
H  -0.42  1.64  0.44
H  0.93  -0.15  3.19
H  2.55  -2.13  2.71
H  0.19  -0.98  -0.82

Formula: C29H35N2O2
Source: OMol25
Level of theory: ωB97M-V with the def2-TZVPD basis set

HOMO-LUMO gap ... 4.519 eV
Charge ... +1
LUMO ... -4.8 eV

Positions of all 68 atoms, in Å:
C  -0.20  -4.26  -0.40
O  -0.82  -3.33  0.50
C  0.01  -2.96  1.50
O  1.07  -3.52  1.69
C  -0.57  -1.82  2.32
C  -1.70  -2.31  3.24
C  -1.48  -1.62  4.57
C  -0.23  -0.74  4.41
N  0.40  -1.17  3.16
C  1.41  -0.40  2.57
C  2.49  -0.86  1.84
C  3.78  -0.11  1.76
C  3.69  1.37  2.16
C  2.27  1.93  2.02
C  1.34  1.10  2.88
H  -0.95  -4.50  -1.16
H  0.68  -3.78  -0.87
H  0.12  -5.16  0.15
H  -1.01  -1.11  1.58
H  -2.64  -2.03  2.76
H  -1.70  -3.41  3.35
H  -2.35  -1.00  4.85
H  -1.34  -2.36  5.37
H  -0.57  0.31  4.36
H  0.44  -0.83  5.27
H  2.49  -1.89  1.47
H  4.54  -0.57  2.42
H  4.21  -0.18  0.74
H  3.99  1.42  3.21
H  4.39  1.99  1.59
H  2.24  2.97  2.32
H  1.96  1.89  0.97
H  0.31  1.47  2.73
H  1.57  1.28  3.95
C  6.04  0.75  -4.23
C  4.74  0.08  -4.15
N  3.65  0.66  -4.67
C  2.55  -0.21  -4.66
C  2.99  -1.44  -4.13
C  2.12  -2.53  -4.21
C  0.82  -2.33  -4.70
C  0.40  -1.07  -5.17
C  1.29  0.01  -5.19
C  4.38  -1.23  -3.67
C  5.19  -2.05  -2.91
C  4.87  -3.42  -2.56
C  3.80  -3.70  -1.69
C  3.54  -5.01  -1.28
C  4.24  -6.09  -1.84
C  3.80  -7.48  -1.50
C  5.28  -5.82  -2.74
C  5.63  -4.51  -3.05
H  6.80  0.09  -3.80
H  6.26  0.91  -5.30
H  6.05  1.72  -3.72
H  3.65  1.58  -5.11
H  2.47  -3.53  -3.94
H  0.11  -3.16  -4.74
H  -0.63  -0.93  -5.52
H  1.05  0.99  -5.60
H  6.20  -1.67  -2.67
H  3.20  -2.88  -1.29
H  2.77  -5.20  -0.54
H  4.48  -8.23  -1.90
H  3.75  -7.61  -0.41
H  2.79  -7.71  -1.88
H  5.82  -6.66  -3.20
H  6.49  -4.30  -3.70

Formula: C9H18F20K3NO13P3S2
Source: OMol25
Level of theory: ωB97M-V with the def2-TZVPD basis set

HOMO-LUMO gap ... 8.097 eV
Charge ... -1
LUMO ... 1.3 eV

Positions of all 69 atoms, in Å:
K  -2.39  -0.71  -1.20
K  1.29  3.77  0.00
K  -2.71  1.37  1.13
N  -2.61  -0.73  0.80
S  -3.93  -1.61  1.29
O  -4.19  -1.89  2.69
O  -4.43  -2.63  0.35
F  -4.95  -0.36  1.06
S  -1.64  -1.55  1.68
O  -1.38  -2.99  1.36
O  -1.46  -1.07  3.10
F  -0.18  -1.13  0.96
P  0.03  0.79  -0.91
F  0.25  2.44  -0.94
F  1.32  0.76  0.07
F  -1.10  0.94  0.33
F  -0.03  -0.83  -0.85
F  -1.17  0.77  -2.05
F  1.08  0.65  -2.20
P  -0.05  3.08  2.70
F  0.19  1.89  1.62
F  -0.07  1.96  3.79
F  1.58  3.13  2.71
F  -0.25  4.28  3.81
F  -0.01  4.18  1.45
F  -1.65  2.94  2.40
P  -3.69  2.08  -1.50
F  -3.52  1.09  -2.73
F  -3.18  3.28  -2.43
F  -5.24  2.34  -1.82
F  -3.80  3.23  -0.26
F  -4.25  0.89  -0.56
F  -2.25  1.71  -0.94
C  1.87  0.03  6.42
O  2.40  0.13  5.13
C  1.62  -0.24  4.12
O  0.51  -0.78  4.18
O  2.14  0.23  3.07
C  1.61  0.03  1.76
H  0.88  0.47  6.55
H  2.47  0.70  7.02
H  1.83  -1.03  6.69
H  2.16  0.54  0.98
H  0.54  0.05  1.56
H  1.74  -1.01  1.47
C  4.55  -4.35  -0.12
O  4.53  -3.11  -0.81
C  3.57  -2.25  -0.84
O  2.47  -2.54  -0.28
O  3.87  -1.12  -1.57
C  2.99  -0.03  -1.63
H  4.61  -4.22  0.96
H  5.42  -4.93  -0.45
H  3.59  -4.82  -0.31
H  3.46  0.87  -2.02
H  2.61  0.20  -0.63
H  2.21  -0.31  -2.34
C  -2.91  -1.37  -4.84
O  -1.50  -1.49  -4.64
C  -0.82  -0.36  -4.41
O  -1.30  0.78  -4.16
O  0.51  -0.71  -4.26
C  1.40  0.39  -4.19
H  -3.28  -1.58  -3.84
H  -3.23  -2.14  -5.54
H  -3.20  -0.37  -5.18
H  1.90  0.43  -5.15
H  2.20  0.44  -3.45
H  0.95  1.39  -4.19

Formula: C27H24AsN3O4S2W
Source: OMol25
Level of theory: ωB97M-V with the def2-TZVPD basis set

<S²> ... 2.0140
HOMO-LUMO gap (spin up / spin down) ... 7.201 / 7.216 eV
Spin multiplicity ... 3
LUMO (spin up / spin down) ... -0.1 / -0.3 eV

Positions of all 62 atoms, in Å:
W  -0.98  -0.73  1.34
N  0.87  -2.06  1.60
C  1.75  -1.80  2.77
C  1.25  -0.62  3.57
O  1.93  -0.18  4.48
N  0.04  -0.18  3.18
C  -0.49  0.97  3.91
C  -1.39  1.64  2.88
O  -1.39  2.82  2.64
O  -2.08  0.71  2.25
H  0.49  -2.99  1.63
H  1.39  -2.02  0.73
H  2.77  -1.61  2.46
H  1.75  -2.66  3.43
H  0.31  1.62  4.26
H  -1.08  0.66  4.78
O  -0.86  -2.31  -0.12
N  -1.98  -3.01  -0.30
C  -2.21  -3.48  -1.54
C  -3.30  -4.26  -1.80
C  -4.18  -4.55  -0.76
C  -3.94  -4.04  0.49
C  -2.82  -3.23  0.74
S  -2.49  -2.50  2.26
H  -1.47  -3.19  -2.27
H  -3.47  -4.63  -2.80
H  -5.06  -5.16  -0.93
H  -4.62  -4.21  1.32
S  -2.61  -0.04  -0.45
C  -2.18  1.58  -1.00
C  -3.18  2.39  -1.54
C  -2.87  3.65  -2.03
C  -1.57  4.13  -2.00
C  -0.56  3.33  -1.47
C  -0.87  2.07  -0.99
As  0.42  0.89  -0.21
C  1.10  -0.18  -1.68
C  2.34  -0.80  -1.54
C  2.79  -1.68  -2.52
C  2.00  -1.94  -3.63
C  0.77  -1.30  -3.77
C  0.32  -0.43  -2.80
C  1.96  1.94  0.28
C  2.87  2.41  -0.67
C  3.95  3.17  -0.26
C  4.14  3.46  1.08
C  3.24  2.99  2.03
C  2.14  2.23  1.63
H  -4.20  2.04  -1.55
H  -3.66  4.27  -2.44
H  -1.34  5.12  -2.37
H  0.46  3.69  -1.41
H  2.96  -0.58  -0.68
H  3.75  -2.16  -2.41
H  2.35  -2.62  -4.40
H  0.17  -1.49  -4.65
H  -0.65  0.06  -2.90
H  2.73  2.17  -1.71
H  4.66  3.53  -1.00
H  4.99  4.04  1.40
H  3.38  3.21  3.08
H  1.44  1.88  2.37

Formula: C2H10OSi3
Source: OMol25
Level of theory: ωB97M-V with the def2-TZVPD basis set

HOMO-LUMO gap ... 9.294 eV
LUMO ... 0.1 eV

Positions of all 16 atoms, in Å:
C  -0.20  0.21  1.53
C  -0.07  1.71  1.89
O  -1.33  -0.20  1.33
Si  -0.71  -0.04  -2.35
Si  1.27  -0.61  0.60
Si  -0.13  -1.77  -0.87
H  -0.47  2.22  1.06
H  1.04  1.91  2.15
H  -0.72  1.87  2.65
H  -0.35  1.42  -2.23
H  -2.15  0.15  -2.59
H  -0.14  -0.57  -3.77
H  2.20  -1.53  2.00
H  2.25  0.37  0.21
H  0.47  -2.67  -1.72
H  -0.98  -2.48  0.13

Formula: C6H7NO2S
Source: OMol25
Level of theory: ωB97M-V with the def2-TZVPD basis set

HOMO-LUMO gap ... 8.916 eV
LUMO ... 0.1 eV

Positions of all 17 atoms, in Å:
C  -0.72  -2.06  -2.06
C  0.03  -1.04  -1.21
C  1.41  -0.83  -1.04
C  1.66  0.21  -0.07
C  0.51  0.72  0.49
C  0.35  1.31  1.96
H  -1.23  -0.21  -3.12
H  -2.56  -0.94  -1.79
H  0.18  -2.48  -2.70
H  -1.20  -3.03  -1.52
H  2.12  -1.39  -1.73
H  2.59  0.60  0.37
H  2.19  1.02  2.34
N  -1.91  -1.16  -2.60
O  1.51  1.57  2.61
O  -0.75  1.57  2.34
S  -0.89  -0.03  -0.11

Formula: C15H24NO4PS
Source: OMol25
Level of theory: ωB97M-V with the def2-TZVPD basis set

HOMO-LUMO gap ... 8.912 eV
Structure (SMILES) ... Cc1ccc(C[C@](OC=O)(OCCNC[C@H](C)O)[PH2]=S)cc1
LUMO ... 0.2 eV

Positions of all 46 atoms, in Å:
C  3.79  -3.56  3.89
C  2.57  -3.10  2.95
C  2.22  -3.97  1.70
C  1.02  -3.57  0.82
C  0.12  -2.30  1.09
C  -1.10  -2.09  0.08
C  -1.93  -0.74  0.30
O  -2.92  -0.46  -0.71
C  -3.71  -1.59  -1.04
O  -4.07  -1.70  -2.24
O  -1.07  0.44  0.35
C  -0.60  0.81  -0.97
C  -1.34  2.17  -1.43
N  -1.08  2.55  -2.84
C  0.37  2.67  -3.17
C  1.23  3.52  -2.12
C  0.91  5.10  -2.13
O  2.64  3.40  -2.55
P  -2.89  -0.69  1.99
S  -4.56  0.33  1.73
C  0.48  -1.43  2.31
C  1.70  -1.85  3.21
H  3.90  -2.83  4.79
H  4.79  -3.63  3.33
H  3.59  -4.59  4.38
H  2.80  -4.92  1.45
H  0.78  -4.23  -0.08
H  -1.74  -3.05  0.15
H  -0.67  -2.05  -0.99
H  -4.04  -2.42  -0.32
H  0.52  1.09  -0.84
H  -0.62  -0.02  -1.75
H  -2.48  1.98  -1.34
H  -1.13  3.06  -0.71
H  -1.61  3.39  -3.10
H  0.42  3.24  -4.17
H  0.81  1.63  -3.39
H  1.21  3.14  -1.04
H  1.60  5.66  -2.87
H  -0.19  5.37  -2.25
H  1.23  5.50  -1.09
H  2.62  3.39  -3.53
H  -3.25  -1.99  2.45
H  -2.16  0.07  2.99
H  -0.13  -0.51  2.56
H  1.98  -1.22  4.14

Formula: H10NO3
Source: OMol25
Level of theory: ωB97M-V with the def2-TZVPD basis set

HOMO-LUMO gap ... 12.504 eV
Charge ... +1
LUMO ... -3.3 eV

Positions of all 14 atoms, in Å:
N  -0.38  -0.20  -0.01
H  -0.49  0.02  -1.00
H  -0.30  -1.22  0.10
H  -1.20  0.18  0.46
H  0.44  0.32  0.31
H  0.26  1.11  -3.48
H  1.32  0.98  -2.31
O  0.42  0.81  -2.59
H  -1.35  -3.10  1.86
H  0.03  -3.44  1.59
O  -0.70  -3.02  1.08
H  1.24  2.68  0.88
H  0.18  2.76  1.90
O  0.53  2.11  1.23

no.,energy (Ha)
1,-321.0144
2,-1385.7922
3,-7004.1903
4,-4607.8218
5,-1025.7670
6,-836.1552
7,-1680.9529
8,-286.2419